1.
Density functional theory data (ωB97M-V with the def2-TZVPD basis set) for 2 unconnected molecules or ions with the total composition C5H17N2.

Structure (XYZ):
```
24
Properties=species:S:1:pos:R:3:forces:R:3
C -1.1025 -0.1573 1.9860 -0.3 -0.1 -0.2
N -1.3825 0.5140 0.6986 0.1 0.0 0.4
C -2.7025 0.1197 0.1695 0.3 0.0 0.1
H -0.1140 0.1160 2.3491 0.1 0.0 0.0
H -1.8382 0.0847 2.7536 0.0 0.1 0.0
H -1.1462 -1.2391 1.8387 0.1 0.1 0.0
H 0.0867 0.1709 -0.0551 0.1 0.0 -0.1
H -1.4115 1.5141 0.8786 0.0 0.0 0.0
H -2.6508 -0.9140 -0.1690 -0.1 0.0 -0.1
H -2.9690 0.7677 -0.6585 0.0 0.0 -0.1
H -3.4747 0.1986 0.9356 -0.1 0.0 0.0
C 0.8304 0.4152 -1.9491 0.0 0.0 -0.2
N 1.0265 -0.0451 -0.5485 -0.1 0.0 -0.3
C 1.2619 -1.5101 -0.5079 -0.1 0.2 0.4
C 2.1273 0.6938 0.1182 -0.2 0.0 0.0
H -0.0970 -0.0046 -2.3444 0.2 0.0 0.1
H 1.6729 0.1111 -2.5696 0.0 -0.1 0.1
H 0.7677 1.4983 -1.9746 -0.1 0.1 0.1
H 1.2740 -1.8327 0.5324 0.1 0.0 0.0
H 0.4456 -2.0093 -1.0176 0.0 -0.1 -0.2
H 2.2218 -1.7187 -0.9680 0.0 -0.1 -0.1
H 2.2787 0.2801 1.1106 0.0 0.0 0.0
H 1.8482 1.7421 0.1939 0.1 0.0 0.0
H 3.0311 0.5870 -0.4741 0.1 0.0 0.0
```
Positions in Å, forces in eV/Å.

charge = +1
highest occupied orbital energy = -13.8 eV
energy above the lowest of the compared OMol25 structures with the same formula, charge and spin = 68.1 kJ/mol
E_tot = -8434.66892 eV
LUMO = -2.61 eV

---

2.
Density functional theory data (ωB97M-V with the def2-TZVPD basis set) for a molecular structure, C33H20Br2Cl5N2O2S3Y in a non-equilibrium geometry.

Structure (XYZ):
```
68
Properties=species:S:1:pos:R:3:forces:R:3
Y 0.7655 -0.1195 1.1685 -0.9 -1.2 -0.3
O -0.5586 3.7406 -1.2601 0.1 -0.2 0.2
C -0.0245 3.5528 -2.4663 0.0 0.0 -0.1
C -0.1208 4.5626 -3.4297 -0.2 0.0 0.2
C 0.3772 4.3762 -4.7008 0.0 0.1 -0.1
C 0.9898 3.1825 -5.0429 0.1 -0.1 -0.3
C 1.1255 2.1931 -4.0848 -0.1 0.1 0.0
C 0.6346 2.3610 -2.7998 -0.1 -0.2 0.2
C 0.8361 1.2702 -1.7529 1.0 -0.3 -0.2
O 0.3748 1.5383 -0.5180 0.1 -0.1 0.6
N 0.1906 0.0502 -2.2917 -0.3 -0.2 -0.7
N -0.1354 -0.9537 -1.5088 -0.1 0.0 -0.1
C -0.6779 -2.0017 -2.0377 0.4 0.9 -0.7
C -1.1899 -3.0995 -1.2891 -0.3 -1.2 0.6
Br -0.9432 -2.9028 0.6027 -0.3 -0.1 -0.3
C -1.7725 -4.1651 -1.8988 0.8 1.3 0.2
C -2.5248 -5.2819 -1.3894 -0.4 -0.8 0.3
C -3.2597 -5.2805 -0.1966 0.1 0.1 -0.2
C -4.0830 -6.3429 0.1236 -0.1 -0.2 0.0
C -4.1778 -7.4507 -0.7073 0.0 0.0 0.0
C -3.4261 -7.4857 -1.8728 -0.2 -0.2 0.0
C -2.6281 -6.4150 -2.2108 0.1 0.2 0.1
H -0.2950 2.8979 -0.7310 -0.1 0.3 0.0
H -0.6189 5.4776 -3.1488 0.0 0.1 0.0
H 0.2985 5.1699 -5.4317 -0.1 0.1 -0.1
H 1.3609 3.0278 -6.0470 0.1 0.0 0.0
H 1.6242 1.2681 -4.3453 0.1 -0.1 0.0
H 1.9400 1.0541 -1.7303 -0.5 0.1 0.0
H 0.0223 -0.0205 -3.2963 0.0 0.0 0.4
H -0.8353 -2.0352 -3.1264 0.1 0.0 0.2
H -1.6724 -4.1776 -2.9807 0.0 0.2 -0.1
H -3.2160 -4.4333 0.4656 0.0 0.2 0.1
H -4.6728 -6.3008 1.0299 0.0 0.0 0.1
H -4.8354 -8.2739 -0.4557 0.0 0.0 0.0
H -3.4772 -8.3483 -2.5268 0.0 0.0 0.0
H -2.0643 -6.4388 -3.1336 0.0 0.0 -0.1
S 1.1337 -4.0149 4.4572 0.1 -0.5 0.3
C 0.9652 -2.6587 3.5067 0.1 -0.4 0.3
S -0.4981 -1.7861 3.4525 -0.4 0.6 -0.6
S 2.2779 -2.0879 2.5565 0.3 0.6 -0.6
Br -2.3241 0.6641 0.7610 0.2 0.2 0.4
C -2.0752 2.2289 1.8678 -0.5 0.0 -0.4
C -3.0595 3.1773 1.7871 0.1 -0.5 -0.3
C -3.0493 4.2649 2.6661 0.1 0.2 0.2
C -2.0834 4.3436 3.6275 -0.2 0.2 -0.1
C -1.0584 3.3812 3.7121 -0.1 -0.1 -0.1
C -0.1026 3.4550 4.7440 0.2 0.0 0.1
C 0.8526 2.4845 4.8566 0.0 0.2 0.1
C 0.9464 1.4741 3.8908 -0.3 -0.3 -0.4
C 0.0865 1.3640 2.8047 -0.3 0.7 0.8
C -0.9925 2.2982 2.7748 0.3 0.1 0.4
H -3.8505 3.0712 1.0614 -0.1 0.0 -0.1
H -3.8315 5.0062 2.5958 -0.1 0.1 0.0
H -2.1003 5.1434 4.3568 0.0 0.1 0.0
H -0.1421 4.2866 5.4385 -0.1 0.0 0.1
H 1.5675 2.5079 5.6696 0.0 0.0 0.1
H 1.7488 0.7486 4.0112 0.0 0.0 -0.1
Cl 2.8273 -1.7130 -0.8319 0.1 -0.5 -0.4
C 3.7748 -0.4512 -0.1208 -0.2 0.6 0.4
C 3.0481 0.4825 0.6163 1.1 0.0 0.0
C 3.8102 1.5209 1.1451 -0.2 -0.3 -0.3
Cl 2.9632 2.7563 1.9997 0.1 0.6 0.1
C 5.1912 1.6085 1.0159 0.0 -0.1 0.0
Cl 6.0796 2.9028 1.7352 0.1 0.1 0.1
C 5.8631 0.6281 0.2955 -0.1 0.0 0.0
Cl 7.5735 0.7017 0.1231 0.3 0.0 0.0
C 5.1491 -0.4065 -0.3017 0.0 0.1 0.0
Cl 5.9787 -1.5762 -1.2534 0.0 -0.3 -0.1
```
Positions in Å, forces in eV/Å.

charge = -2
highest occupied orbital energy = -1.3 eV
energy above the lowest of the compared OMol25 structures with the same formula, charge and spin = 87.9 kJ/mol
E_tot = -277870.38405 eV
LUMO = 3.88 eV

---

3.
Density functional theory data (ωB97M-V with the def2-TZVPD basis set) for C5H8O in the gas phase.

Structure (XYZ):
```
14
Properties=species:S:1:pos:R:3:forces:R:3
O -0.9022 -0.1366 -1.6978 -0.1 -0.4 -0.2
C 0.3420 -0.1580 -1.0269 0.3 0.0 0.0
C 0.5507 1.1959 -0.3436 0.0 0.1 0.0
C 0.1964 0.5571 1.0105 0.3 0.0 0.2
C -0.9107 -0.4793 1.0718 -0.1 0.2 0.0
C 0.3467 -0.8211 0.3617 0.2 -0.3 0.0
H -1.2480 -1.0359 -1.7425 0.1 0.0 -0.1
H 1.1443 -0.4946 -1.6932 -0.1 0.1 0.1
H 0.0299 2.0531 -0.7812 -0.2 -0.1 0.3
H 1.6268 1.4107 -0.3147 -0.2 0.1 0.0
H 0.6576 0.9148 1.9263 -0.1 -0.2 -0.1
H -1.8501 -0.3942 0.5322 0.2 0.1 0.0
H -1.0014 -0.9963 2.0288 0.0 0.4 -0.1
H 1.0180 -1.6155 0.6684 -0.2 0.0 -0.1
```
Positions in Å, forces in eV/Å.

highest occupied orbital energy = -9.6 eV
energy above the lowest of the compared OMol25 structures with the same formula, charge and spin = 211.5 kJ/mol
SMILES = O[C@H]1C[C@H]2C[C@H]21
E_tot = -7360.06283 eV
LUMO = 1.00 eV

---

4.
Density functional theory data (ωB97M-V with the def2-TZVPD basis set) for a molecular structure, CHCdO2 in a non-equilibrium geometry.

Structure (XYZ):
```
5
Properties=species:S:1:pos:R:3:forces:R:3
O 1.3145 0.0843 0.3079 -1.2 0.5 -0.5
C 0.1486 -0.4623 0.3017 3.0 3.9 -1.3
O -0.5826 0.4479 -0.3633 -0.9 0.1 -0.2
Cd -1.7892 -1.1046 0.0463 -2.4 -2.0 0.3
H 0.9086 1.0347 -0.2927 1.6 -2.5 1.7
```
Positions in Å, forces in eV/Å.

charge = +1
highest occupied orbital energy = -16.0 eV
energy above the lowest of the compared OMol25 structures with the same formula, charge and spin = 95.3 kJ/mol
E_tot = -9700.36756 eV
LUMO = -8.17 eV